--- one ---
Below is a cluster of 2 separate species, H4O2 in total, with properties calculated with ωB97M-V/def2-TZVPD.

Calculated values
spin multiplicity: 1
HOMO: -11.72 eV
gap between HOMO and LUMO: 12.139 eV
total charge: 0
SMILES: O.O

```
6
H4O2 | the Open Molecules 2025 dataset | ωB97M-V/def2-TZVPD
H 0.1107 0.3240 -1.3995
H 0.7114 -1.0519 -1.0932
H -1.2453 -0.0916 1.3903
H 0.2265 0.3378 1.2756
O 0.8865 -0.2575 -1.6427
O -0.6898 0.7393 1.4695
```

---

--- two ---
Below is a cluster of 2 separate species, H4O2 in total, with properties calculated with ωB97M-V/def2-TZVPD.

Calculated values
spin multiplicity: 1
HOMO: -10.68 eV
gap between HOMO and LUMO: 11.212 eV
total charge: 0
SMILES: O.O

```
6
H4O2 | the Open Molecules 2025 dataset | ωB97M-V/def2-TZVPD
H 1.4509 -0.8317 0.3645
H 1.7078 0.5341 -0.3345
H -1.5829 0.7192 0.4722
H -0.8308 -0.2648 -0.4003
O 1.0105 -0.0318 -0.0356
O -1.7554 -0.1250 -0.0663
```

---

Result of the stability comparison: one is the least stable of them.

---

--- one ---
Below is a cluster of 2 separate species, H4O2 in total, with properties calculated with ωB97M-V/def2-TZVPD.

Calculated values
spin multiplicity: 1
HOMO: -10.96 eV
gap between HOMO and LUMO: 11.585 eV
total charge: 0
SMILES: O.O

```
6
H4O2 | the Open Molecules 2025 dataset | ωB97M-V/def2-TZVPD
H 0.1312 -0.1228 2.4723
H -0.0676 0.5030 0.9285
H -0.4203 -0.9120 -1.7902
H 0.4682 0.2944 -2.1376
O -0.3797 0.5293 1.8672
O 0.2683 -0.2919 -1.3401
```

---

--- two ---
Below is a cluster of 2 separate species, H4O2 in total, with properties calculated with ωB97M-V/def2-TZVPD.

Calculated values
spin multiplicity: 1
HOMO: -11.37 eV
gap between HOMO and LUMO: 12.245 eV
total charge: 0
SMILES: O.O

```
6
H4O2 | the Open Molecules 2025 dataset | ωB97M-V/def2-TZVPD
H 0.2842 0.8962 -2.3630
H 0.0737 0.8557 -0.7593
H -0.6026 -0.7136 0.9562
H 0.1344 -0.9331 2.3395
O -0.1089 0.3733 -1.6159
O 0.2193 -0.4785 1.4425
```

---

--- three ---
Below is a cluster of 2 separate species, H4O2 in total, with properties calculated with ωB97M-V/def2-TZVPD.

Calculated values
spin multiplicity: 1
HOMO: -10.75 eV
gap between HOMO and LUMO: 11.349 eV
total charge: 0
SMILES: O.O

```
6
H4O2 | the Open Molecules 2025 dataset | ωB97M-V/def2-TZVPD
H 2.0389 0.8865 -0.2674
H 0.5889 -0.3301 -0.2686
H -1.6896 -0.9326 0.2000
H -1.5852 0.6350 0.7084
O 1.6045 -0.1030 0.0638
O -1.5236 0.0706 -0.1104
```

---

Result of the stability comparison: three is the least stable of them.

---

--- one ---
Below is a cluster of 2 separate species, H4O2 in total, with properties calculated with ωB97M-V/def2-TZVPD.

Calculated values
spin multiplicity: 1
HOMO: -11.14 eV
gap between HOMO and LUMO: 11.663 eV
total charge: 0
SMILES: O.O

```
6
H4O2 | the Open Molecules 2025 dataset | ωB97M-V/def2-TZVPD
H -0.0301 -1.0687 -1.2690
H 0.8919 -0.2677 -0.2548
H -1.5451 0.2407 1.0323
H -0.1586 -0.1687 1.4047
O 0.7583 -0.4382 -1.2077
O -0.6531 0.5963 1.0935
```

---

--- two ---
Below is a cluster of 2 separate species, H4O2 in total, with properties calculated with ωB97M-V/def2-TZVPD.

Calculated values
spin multiplicity: 1
HOMO: -11.34 eV
gap between HOMO and LUMO: 12.249 eV
total charge: 0
SMILES: O.O

```
6
H4O2 | the Open Molecules 2025 dataset | ωB97M-V/def2-TZVPD
O -5.3295 -26.5773 3.2087
H -5.6635 -26.8768 4.0542
H -4.5951 -27.1616 3.0201
O -3.4166 -28.6144 0.7333
H -2.7583 -28.2488 0.1422
H -4.1761 -28.7788 0.1744
```

---

Result of the stability comparison: one is the least stable of them.

---

--- one ---
Below is a cluster of 2 separate species, CH2ClIO in total, with properties calculated with ωB97M-V/def2-TZVPD.

Calculated values
spin multiplicity: 1
HOMO: -8.95 eV
gap between HOMO and LUMO: 9.014 eV
total charge: 0

```
6
CH2ClIO | the Open Molecules 2025 dataset | ωB97M-V/def2-TZVPD
C 1.0642 0.6877 -0.2899
O 1.1663 1.8206 0.2705
Cl -2.8840 -1.8180 -0.0112
I 2.8258 -0.6855 -0.1565
H -4.1568 -2.1000 -0.4943
H 1.9845 2.0952 0.6813
```

---

--- two ---
Below is a structure of composition CH2ClIO, with properties calculated with ωB97M-V/def2-TZVPD.

Calculated values
spin multiplicity: 1
HOMO: -9.10 eV
gap between HOMO and LUMO: 8.090 eV
total charge: 0

```
6
CH2ClIO | the Open Molecules 2025 dataset | ωB97M-V/def2-TZVPD
C -0.8708 -0.8572 0.9630
O 1.3352 0.3392 -0.2114
Cl -1.0002 -2.1156 -0.0290
I -2.0389 0.7252 0.1308
H 1.7785 0.8097 -0.9446
H 0.7962 1.0987 0.0912
```

---

Result of the stability comparison: two is the least stable of them.

---

--- one ---
Below is a cluster of 2 separate species, C5H12NO in total, with properties calculated with ωB97M-V/def2-TZVPD.

Calculated values
spin multiplicity: 1
HOMO: -14.45 eV
gap between HOMO and LUMO: 10.273 eV
total charge: +1

```
19
C5H12NO | the Open Molecules 2025 dataset | ωB97M-V/def2-TZVPD
C -0.9800 0.7178 1.1803
C 0.4803 -2.6259 -0.0474
C -0.7671 1.8509 -0.9396
C 1.2214 0.7502 0.1574
C -0.1148 -1.6030 -0.7055
N -0.2045 0.9388 0.1450
O -0.6786 -0.2443 1.9798
H -1.8449 1.2894 1.3281
H 1.5412 -2.8346 -0.2536
H -0.0269 -0.9933 1.5794
H 0.1144 -3.0916 0.8591
H -0.8484 1.2417 -1.7724
H -1.7209 2.3026 -0.7406
H -0.1495 2.6478 -1.2372
H 1.6224 0.7212 -0.8459
H 1.5683 1.7425 0.5482
H 1.4538 -0.1401 0.7530
H -1.0981 -1.5663 -0.5190
H 0.4319 -1.1038 -1.4691
```

---

--- two ---
Below is a structure of composition C5H12NO, with properties calculated with ωB97M-V/def2-TZVPD.

Calculated values
spin multiplicity: 1
HOMO: -14.83 eV
gap between HOMO and LUMO: 11.241 eV
total charge: +1

```
19
C5H12NO | the Open Molecules 2025 dataset | ωB97M-V/def2-TZVPD
C 2.4951 -0.0518 0.5496
C 1.5166 -0.0715 -0.3446
C -0.5055 0.8655 -1.7409
C -1.5005 -0.7039 1.3619
C 0.1363 0.5609 -0.3875
N -0.9271 -0.9428 0.0310
O -0.3179 1.4424 0.4935
H 3.3827 -0.3891 0.2412
H 2.3307 0.3681 1.5424
H 1.6838 -0.5010 -1.2235
H -1.3877 1.6263 -1.4363
H 0.3010 1.4450 -2.2163
H -0.7136 -0.0924 -2.2400
H -2.1617 0.0351 1.3239
H -1.9659 -1.7238 1.5809
H -0.6540 -0.4277 1.8756
H -0.3105 -1.7036 -0.0095
H -1.6371 -1.0501 -0.6506
H 0.2354 1.3146 1.2492
```

---

Result of the stability comparison: one is the least stable of them.

---

--- one ---
Below is a cluster of 8 separate species, C5H27N2O7 in total, with properties calculated with ωB97M-V/def2-TZVPD.

Calculated values
spin multiplicity: 1
HOMO: -11.20 eV
gap between HOMO and LUMO: 8.823 eV
total charge: +1

```
41
C5H27N2O7 | the Open Molecules 2025 dataset | ωB97M-V/def2-TZVPD
C 1.5766 0.6204 2.3174
C 3.0682 0.3839 1.9892
C 3.4037 0.5974 0.5400
C 3.6048 -0.4796 -0.2141
N 3.7679 -0.4408 -1.6214
C 3.3860 2.0202 0.1122
N 0.6523 0.1479 1.1806
H 1.2114 1.6120 2.5540
H 1.2953 0.0140 3.1591
H 3.3979 -0.5142 2.4895
H 3.5196 1.1970 2.5573
H 3.7629 -1.4744 0.1767
H 4.2195 -1.2804 -1.9609
H 4.2964 0.3577 -1.9467
H 2.4328 2.5028 0.3859
H 3.5206 2.1405 -0.9529
H 4.1045 2.6165 0.6740
H 1.0714 -0.4411 0.4592
H 0.2451 0.9749 0.6876
H -0.0156 -0.4264 1.6840
H -4.0167 -3.0182 -0.2377
H -3.6233 -2.2058 1.0885
O -3.8683 -2.1605 0.1638
H -2.0567 -2.1097 3.1502
H -2.5990 -0.9023 3.9619
O -2.2947 -1.1783 3.0854
H -4.1116 0.0744 -0.5221
H -5.1334 1.0215 0.0315
O -4.4119 0.9942 -0.6074
H -2.0089 2.9598 -2.3048
H -3.2777 2.4455 -1.5995
O -2.4037 2.1745 -1.9077
H -0.6602 -2.2172 -4.0285
H 0.7336 -1.6169 -4.0999
O -0.0533 -1.6464 -3.5429
H -1.7770 2.1374 0.8619
H -1.3038 2.0573 -0.5881
O -0.9650 2.0512 0.3428
H -0.8705 -2.0590 -1.7860
H -1.5681 -3.2227 -1.2092
O -1.1820 -2.3870 -0.9216
```

---

--- two ---
Below is a cluster of 8 separate species, C5H27N2O7 in total, with properties calculated with ωB97M-V/def2-TZVPD.

Calculated values
spin multiplicity: 1
HOMO: -13.40 eV
gap between HOMO and LUMO: 11.105 eV
total charge: +1

```
41
C5H27N2O7 | the Open Molecules 2025 dataset | ωB97M-V/def2-TZVPD
C -1.7105 -0.4011 3.3944
C -1.2827 0.0989 2.0253
C -1.1933 -0.9238 0.9023
C -0.0970 -1.9507 1.1041
N 1.2295 -1.3237 1.0880
C 1.7881 -0.8129 0.0275
N 1.4818 -1.1439 -1.2008
H -0.8482 -0.9151 3.8583
H -1.8977 0.4016 4.0926
H -2.4161 -1.2294 3.3636
H -1.9808 0.8855 1.7015
H -0.4685 0.8273 2.1279
H -1.1155 -0.3396 -0.0188
H -2.1856 -1.3652 0.7954
H -0.2569 -2.4967 2.0321
H -0.1332 -2.7109 0.3242
H 1.6252 -1.2382 2.0071
H 2.6063 -0.1288 0.1718
H 0.6441 -1.5957 -1.5498
H 1.8015 -0.4539 -1.8728
H 2.1519 1.3364 -4.1803
H 0.7764 1.3361 -3.3339
O 1.7303 1.0989 -3.3512
H 0.6801 -4.8167 0.0206
H 2.1291 -4.5589 -0.2141
O 1.2677 -4.1195 -0.3018
H -1.5036 2.9993 0.0798
H -3.0334 3.0260 -0.1057
O -2.2196 2.6578 -0.4720
H 0.8885 1.8218 -1.0325
H 1.3964 2.2831 0.3545
O 0.8468 1.5967 -0.0879
H -1.3299 -1.2093 -3.4610
H -2.1298 -1.6196 -2.1989
O -1.3296 -1.1721 -2.4940
H -1.0077 0.5928 -2.4922
H -1.0778 2.0721 -1.9412
O -0.8101 1.5210 -2.6942
H 2.7015 3.8448 1.9003
H 1.9758 4.4502 0.5872
O 2.3067 3.6755 1.0445
```

---

Result of the stability comparison: one is the least stable of them.